C6H11NS in the gas phase, computed with the ωB97M-V functional and the def2-TZVPD basis.

The HOMO-LUMO gap comes out at 0.341 Eh. Its spin multiplicity is 1. The HOMO energy is -8.2 eV. As for the energy relative to the best compared isomer or geometry (same formula, charge and spin): 46.46 kcal/mol. The calculation puts the largest force on an atom at 2.64 eV Å⁻¹.

Last column: Mulliken charge in e.
Geometry (Å):
C  0.418  2.686  -0.993  -1.48
C  0.989  1.316  -1.004  0.52
C  0.898  0.398  0.174  -0.54
C  0.058  0.462  1.424  -0.72
S  -1.020  -1.045  1.396  -0.16
C  -0.348  -1.945  -0.103  -0.60
C  -0.046  -1.101  -1.357  -0.60
N  0.051  0.257  -0.961  -0.14
H  -0.470  2.885  -0.371  0.32
H  1.146  3.435  -0.634  0.33
H  0.087  2.940  -2.009  0.32
H  1.881  1.217  -1.646  0.42
H  1.729  -0.307  0.288  0.35
H  -0.542  1.401  1.604  0.30
H  0.685  0.356  2.344  0.34
H  0.615  -2.365  0.301  0.28
H  -0.863  -2.877  -0.337  0.42
H  0.806  -1.468  -1.966  0.27
H  -0.924  -1.181  -2.030  0.36



C6H11NS in the gas phase, computed with the ωB97M-V functional and the def2-TZVPD basis.

The HOMO-LUMO gap comes out at 0.300 Eh. Its spin multiplicity is 1. The HOMO energy is -7.7 eV. As for the energy relative to the best compared isomer or geometry (same formula, charge and spin): 59.77 kcal/mol. The calculation puts the largest force on an atom at 0.72 eV Å⁻¹.

Last column: Mulliken charge in e.
Geometry (Å):
C  -1.927  1.672  -1.572  -1.33
C  -0.556  1.107  -1.289  0.17
C  0.125  1.439  0.022  -0.67
C  -0.335  0.078  -0.271  0.29
C  -0.309  -1.164  0.150  -0.46
C  0.397  -1.532  1.424  -0.64
N  1.843  -1.767  1.150  -0.40
S  2.901  -0.267  0.864  -0.42
H  -1.844  2.728  -1.827  0.33
H  -2.565  1.577  -0.696  0.32
H  -2.393  1.152  -2.406  0.35
H  0.081  1.047  -2.167  0.33
H  1.188  1.621  0.045  0.17
H  -0.428  2.022  0.746  0.24
H  -0.733  -1.975  -0.428  0.35
H  -0.027  -2.442  1.858  0.39
H  0.347  -0.714  2.145  0.29
H  1.949  -2.342  0.311  0.35
H  2.284  -2.240  1.939  0.34



A gas-phase ion, C6H11O (charge -1), computed with the ωB97M-V functional and the def2-TZVPD basis.

The HOMO-LUMO gap comes out at 0.212 Eh. Its spin multiplicity is 1. The HOMO energy is -2.2 eV. As for the energy relative to the best compared isomer or geometry (same formula, charge and spin): 12.13 kcal/mol. The calculation puts the largest force on an atom at 2.31 eV Å⁻¹. Its total charge is -1.

Last column: Mulliken charge in e.
Geometry (Å):
C  -1.672  -0.752  1.448  -0.98
C  -0.444  -0.654  0.943  0.71
C  0.685  -1.430  1.623  -1.34
C  -0.163  -0.305  -0.483  -0.83
C  0.482  1.088  -0.609  -0.39
C  0.532  1.636  -2.066  -0.44
O  0.841  2.921  -2.121  -0.87
H  -1.866  -0.810  2.513  0.29
H  -2.566  -0.582  0.863  0.29
H  0.812  -1.063  2.643  0.37
H  1.639  -1.337  1.109  0.35
H  0.397  -2.473  1.550  0.28
H  0.488  -1.044  -0.964  0.34
H  -1.092  -0.323  -1.063  0.45
H  -0.189  1.785  -0.102  0.24
H  1.470  1.086  -0.143  0.24
H  1.134  0.871  -2.654  0.17
H  -0.490  1.386  -2.486  0.11



A gas-phase ion, C6H11O (charge -1), computed with the ωB97M-V functional and the def2-TZVPD basis.

The HOMO-LUMO gap comes out at 0.209 Eh. Its spin multiplicity is 1. The HOMO energy is -2.2 eV. As for the energy relative to the best compared isomer or geometry (same formula, charge and spin): 12.73 kcal/mol. The calculation puts the largest force on an atom at 1.93 eV Å⁻¹. Its total charge is -1.

Last column: Mulliken charge in e.
Geometry (Å):
C  3.009  0.692  -0.222  -1.12
C  1.742  0.108  -0.739  -0.15
C  0.524  0.274  -0.222  -0.07
C  -0.696  -0.328  -0.842  -0.56
C  -1.738  -0.928  0.149  -0.60
C  -2.320  0.060  1.193  -0.33
O  -3.368  -0.341  1.895  -0.86
H  2.808  1.640  0.292  0.30
H  3.597  0.093  0.476  0.25
H  3.695  1.059  -0.998  0.33
H  1.827  -0.800  -1.343  0.23
H  0.333  0.904  0.643  0.29
H  -1.307  0.386  -1.402  0.30
H  -0.439  -1.140  -1.533  0.24
H  -2.647  -1.209  -0.416  0.27
H  -1.281  -1.814  0.598  0.32
H  -2.302  1.053  0.610  0.12
H  -1.436  0.290  1.861  0.05



A gas-phase ion, C6H11O (charge -1), computed with the ωB97M-V functional and the def2-TZVPD basis.

The HOMO-LUMO gap comes out at 0.212 Eh. Its spin multiplicity is 1. The HOMO energy is -2.1 eV. As for the energy relative to the best compared isomer or geometry (same formula, charge and spin): 6.46 kcal/mol. The calculation puts the largest force on an atom at 0.66 eV Å⁻¹. Its total charge is -1.

Last column: Mulliken charge in e.
Geometry (Å):
C  0.962  2.061  -2.344  -1.18
C  0.002  1.141  -1.615  0.04
C  0.295  -0.117  -1.320  -0.32
C  -0.623  -1.050  -0.562  -0.69
C  -0.919  -0.615  0.869  -0.45
C  0.264  -0.867  1.862  -0.40
O  -0.058  -0.665  3.137  -0.88
H  1.345  1.610  -3.262  0.31
H  1.810  2.303  -1.706  0.25
H  0.475  2.991  -2.649  0.34
H  -0.914  1.625  -1.279  0.32
H  1.300  -0.421  -1.601  0.27
H  -0.152  -2.036  -0.549  0.33
H  -1.533  -1.177  -1.158  0.29
H  -1.787  -1.130  1.288  0.37
H  -1.121  0.460  0.910  0.17
H  0.640  -1.906  1.619  0.14
H  1.089  -0.187  1.488  0.10



C6H11O in the gas phase, computed with the ωB97M-V functional and the def2-TZVPD basis.

The HOMO-LUMO gap (spin up / spin down) comes out at 0.360 / 0.271 Eh. Its spin multiplicity is 2. Its expectation value of S² is 0.754. The HOMO energy (spin up / spin down) is -8.8 / -8.8 eV. As for the energy relative to the best compared isomer or geometry (same formula, charge and spin): 52.63 kcal/mol. The calculation puts the largest force on an atom at 1.56 eV Å⁻¹.

Last column: Mulliken charge in e.
Geometry (Å):
C  1.674  -1.427  0.141  -0.34
O  1.487  -1.096  1.443  -0.36
C  0.658  -0.820  -0.848  -0.58
C  0.495  0.678  -0.819  -0.76
C  -0.271  1.130  0.427  -0.44
C  -2.557  0.701  -0.598  -0.73
C  -1.756  0.932  0.454  -0.28
H  2.681  -1.227  -0.255  0.31
H  1.541  -2.522  0.069  0.30
H  -0.327  -1.294  -0.845  0.34
H  0.988  -1.254  -1.803  0.36
H  -0.108  1.023  -1.664  0.39
H  1.405  1.283  -0.824  0.30
H  -0.159  2.201  0.646  0.35
H  0.252  0.757  1.319  0.31
H  -2.284  0.094  -1.454  0.26
H  -3.425  1.339  -0.743  0.24
H  -2.207  1.126  1.426  0.34